Below is a 7-piece molecular cluster, C29H36BF6N2O25P2S overall in a non-equilibrium geometry, with properties calculated with ωB97M-V with the def2-TZVPD basis set.

Geometry as XYZ:
```
102
Properties=species:S:1:pos:R:3:forces:R:3:lowdin_charge:R:1
C 5.869830 0.531078 4.106521 0.462 -0.089 0.078 -0.149
C 5.642746 1.988380 4.569986 -0.138 -0.489 -0.668 -0.496
S 4.297075 2.191421 5.774133 -0.092 0.532 0.598 0.933
C 2.900624 2.918608 4.825508 1.935 -0.602 -0.653 -0.436
O 1.794648 2.934759 5.716086 -0.430 -0.283 -1.025 -0.026
C 0.571227 3.044117 5.146262 -1.155 1.392 1.058 -0.398
O -0.245881 3.782004 5.643847 0.500 -0.745 -0.503 0.183
C 0.119755 2.231025 3.943373 1.082 -0.826 0.116 -0.016
C -0.595520 2.833025 2.937166 0.167 0.494 0.552 0.091
C -0.982384 2.098017 1.838408 -0.534 1.442 -0.428 -0.163
C -1.765063 2.838291 0.769984 -0.666 -0.792 -0.371 -0.044
C -2.503490 1.905156 -0.204378 0.052 -0.617 0.051 -0.201
O -3.094334 0.922519 0.187309 0.351 0.470 0.027 0.057
N -0.662235 0.818266 1.766722 -0.179 -0.443 -0.643 0.155
C 0.023620 0.169843 2.732927 0.737 -0.425 -0.052 -0.393
P 0.363880 -1.604962 2.379452 -0.904 -1.100 -0.559 0.963
P 1.775524 -1.366475 0.726869 0.341 1.409 -0.485 0.273
O 0.968804 -0.943216 -0.423401 -0.571 -0.288 -0.228 -0.319
O 2.646425 -2.673838 0.474764 -0.225 0.737 0.969 -0.111
O 2.765227 -0.146582 1.109052 -0.044 -0.818 0.268 -0.156
C 0.429936 0.855451 3.843159 0.632 0.188 0.824 -0.023
B 1.248286 0.046420 4.962921 0.012 0.257 0.932 -0.686
N 0.493980 -0.508730 6.078592 0.166 -0.748 -1.996 0.208
O 2.597693 -0.059145 4.865150 -1.037 -0.507 -0.244 0.105
H 4.971688 -0.089958 4.123685 0.067 0.249 0.000 0.043
H 6.626054 0.070706 4.753850 -0.340 -0.075 -0.013 0.073
H 6.303912 0.494672 3.097983 -0.188 0.154 0.145 0.070
H 5.474559 2.622028 3.690138 -0.027 0.111 0.352 0.076
H 6.556670 2.319569 5.069865 -0.282 0.263 -0.092 0.068
H 2.765026 2.290653 3.933746 -0.398 0.072 0.226 0.091
H 3.220766 3.914986 4.499629 -0.595 0.058 0.247 0.103
H -0.844520 3.887448 3.004746 -0.019 -0.154 -0.055 0.158
H -1.142678 3.564533 0.238637 -0.034 -0.208 0.247 0.105
H -2.563559 3.364979 1.312769 0.169 0.073 -0.177 0.149
H -2.477458 2.085762 -1.298959 0.073 0.449 0.321 0.138
H -0.939010 0.309307 0.925781 -0.011 -0.113 0.122 0.145
H 1.091362 -2.183121 3.445351 0.211 0.814 0.075 -0.048
H 3.283193 -2.766512 1.204815 0.201 -0.350 -0.286 0.099
H 2.546869 0.600662 0.530946 0.171 -0.029 -0.096 0.081
H 0.902526 -1.403753 6.348694 0.025 0.300 0.668 0.090
H -0.422858 -0.753785 5.705031 -0.255 0.288 0.694 0.086
H 2.921330 -0.566080 5.630126 0.741 0.270 -0.029 0.078
C -0.045241 -1.019448 -3.623078 0.290 0.309 0.628 -0.064
C -0.334201 -2.428619 -4.061007 -0.497 0.108 -0.079 -0.302
O -0.438668 -2.297928 -5.471371 0.557 0.173 0.263 0.141
C 0.363829 -1.246036 -5.820647 -0.095 0.136 -0.249 -0.535
O 0.730454 -1.000512 -6.915690 -0.090 -0.021 -0.214 0.191
O 0.688813 -0.503937 -4.728490 -0.078 -0.224 -0.168 0.046
F -1.518764 -2.849204 -3.555457 -0.022 -0.220 -0.106 0.076
H -0.956419 -0.431904 -3.486712 -0.163 -0.248 -0.088 0.148
H 0.542398 -0.969850 -2.710898 0.152 0.031 -0.038 0.105
H 0.446891 -3.151919 -3.820022 -0.119 -0.080 0.052 0.179
C -3.927246 -5.327806 -3.899434 0.253 0.352 -0.434 -0.057
C -3.708569 -5.945487 -2.543400 -0.427 0.247 0.233 -0.320
O -4.727107 -6.921360 -2.477742 0.421 -0.057 -0.359 0.132
C -4.972607 -7.312446 -3.767954 -0.311 -0.183 -0.224 -0.542
O -5.565930 -8.288463 -4.068618 -0.056 -0.013 0.040 0.191
O -4.434929 -6.432139 -4.652591 0.050 -0.062 0.437 0.078
F -3.899712 -5.041479 -1.546154 0.101 -0.074 0.073 0.066
H -4.665909 -4.525482 -3.880389 -0.055 -0.027 0.256 0.130
H -3.009030 -4.943687 -4.337979 -0.019 -0.194 -0.151 0.127
H -2.735294 -6.424564 -2.415088 0.009 0.084 0.147 0.171
C 1.869301 3.736343 -3.905395 -0.127 0.360 -0.331 -0.019
C 1.851350 2.254509 -3.652458 0.617 -0.181 -0.325 -0.311
O 1.805922 2.180078 -2.228729 -0.478 0.235 0.059 0.130
C 1.168154 3.300169 -1.812596 0.150 0.252 -0.170 -0.541
O 0.715147 3.438747 -0.715645 0.106 -0.090 0.094 0.133
O 1.099404 4.225237 -2.789377 0.059 -0.396 0.253 0.095
F 2.985879 1.666899 -4.083303 -0.085 -0.099 0.114 0.100
H 2.875996 4.153610 -3.867551 0.037 -0.155 0.100 0.152
H 1.410782 4.009624 -4.852565 -0.195 0.091 0.154 0.150
H 0.990426 1.732184 -4.068286 0.100 -0.083 -0.047 0.158
C 3.310186 -0.263448 10.317302 0.185 0.268 0.417 -0.037
C 2.829822 -1.651924 9.984719 -0.543 0.058 0.127 -0.307
O 2.838010 -1.645237 8.563526 0.514 0.098 0.027 0.127
C 3.811408 -0.765849 8.190249 0.033 0.207 0.125 -0.536
O 4.270171 -0.705060 7.094097 -0.200 -0.200 -0.189 0.131
O 4.186476 0.018953 9.218653 -0.165 -0.366 -0.192 0.093
F 1.565301 -1.859149 10.416235 0.050 -0.079 -0.085 0.086
H 2.497318 0.463968 10.329659 -0.109 -0.150 -0.074 0.151
H 3.840719 -0.216335 11.264813 0.207 0.039 -0.152 0.146
H 3.473827 -2.454130 10.348914 -0.110 -0.065 0.000 0.178
C -6.255284 0.446961 -1.561368 0.375 0.294 0.167 -0.065
C -7.538790 -0.205982 -1.113416 -0.383 0.251 -0.310 -0.313
O -7.728412 -1.215228 -2.088313 0.495 -0.040 0.323 0.145
C -6.488194 -1.568757 -2.528377 0.124 -0.170 -0.262 -0.537
O -6.243687 -2.547334 -3.145087 0.020 -0.042 -0.091 0.186
O -5.556159 -0.644809 -2.158661 -0.334 -0.077 0.081 0.065
F -8.579815 0.657818 -1.166083 -0.020 -0.063 0.063 0.082
H -6.423156 1.222332 -2.311392 -0.254 -0.050 0.025 0.146
H -5.690046 0.871571 -0.734613 0.161 -0.214 -0.032 0.121
H -7.492842 -0.659359 -0.121310 -0.123 0.051 0.014 0.176
C -1.092679 1.256799 -9.685904 -0.382 -0.307 0.320 -0.055
C 0.084857 1.087504 -10.609069 -0.135 0.186 -0.454 -0.311
O 0.755248 2.332106 -10.483370 -0.046 -0.284 0.517 0.139
C 0.482316 2.793067 -9.229596 0.094 0.269 0.047 -0.551
O 1.078527 3.660816 -8.685951 -0.011 0.052 0.046 0.171
O -0.560201 2.121416 -8.678526 0.154 -0.033 -0.240 0.063
F -0.311189 0.926519 -11.893842 0.099 0.002 0.009 0.080
H -1.938035 1.745576 -10.172910 0.141 0.013 -0.194 0.146
H -1.428465 0.316270 -9.255337 0.114 0.078 0.196 0.139
H 0.763403 0.278268 -10.333666 -0.006 -0.022 -0.115 0.176
```
Positions in Å, forces in eV/Å.

Results
**Net charge**: +1
**E_LUMO**: -0.1629 Ha

Below is C29H36Br2N4O2ReSi as an isolated structure in a non-equilibrium geometry, with properties calculated with ωB97M-V with the def2-TZVPD basis set.

Geometry as XYZ:
```
75
Properties=species:S:1:pos:R:3:forces:R:3:mulliken_spin:R:1
Re 0.387983 -0.342745 -0.052594 1.901 0.752 1.200 0.869
O 2.256476 2.246692 -4.636561 -0.266 -0.206 -0.126 0.000
C 2.600643 3.026618 -3.554208 0.232 0.318 0.533 0.001
C 2.996339 4.339157 -3.775535 -0.077 -0.281 -0.120 0.000
C 3.299369 5.160199 -2.704693 -0.003 -0.017 0.014 0.000
C 3.226877 4.676369 -1.408918 0.028 0.095 0.107 -0.002
C 2.822121 3.373407 -1.181997 -0.068 -0.095 -0.088 0.000
C 2.489467 2.550263 -2.244179 -0.136 -0.293 0.001 -0.015
C 1.925575 1.157136 -1.989271 0.467 0.403 -1.835 0.013
O 1.986090 0.738854 -0.702262 -1.044 -1.784 1.393 0.011
N 0.533003 1.180999 -2.454542 0.187 0.670 -0.220 -0.098
N -0.313310 0.352523 -1.847596 -0.692 -0.167 -0.582 -0.078
C -1.458497 0.072373 -2.416888 0.348 0.413 -0.240 0.191
C -2.456510 -0.725351 -1.815677 -0.716 -0.555 0.353 -0.080
Br -1.986471 -1.276347 0.001436 0.059 -0.168 -0.237 0.009
C -3.654872 -1.148259 -2.282293 0.773 0.110 0.694 0.099
C -4.191925 -0.956194 -3.605335 -0.324 0.115 -0.641 0.007
C -5.584579 -0.843296 -3.737062 0.358 -0.029 0.106 0.033
C -6.153763 -0.622163 -4.972935 -0.026 0.110 -0.090 -0.014
C -5.350304 -0.515746 -6.099742 0.049 -0.057 0.067 0.029
C -3.974736 -0.671676 -5.990628 -0.042 0.091 -0.120 -0.015
C -3.397049 -0.897211 -4.757715 -0.083 -0.055 0.240 0.027
H 2.740538 1.411775 -4.630739 0.077 0.092 -0.002 0.000
H 3.067132 4.701225 -4.789207 -0.003 -0.003 -0.120 0.000
H 3.604010 6.178734 -2.890875 0.033 0.075 0.011 0.000
H 3.475732 5.320128 -0.580059 0.053 0.051 0.091 0.000
H 2.744214 2.960877 -0.186486 0.034 0.075 0.120 -0.003
H 2.480182 0.436905 -2.639008 -0.157 0.166 0.358 -0.012
H 0.355059 1.480112 -3.410226 -0.012 -0.180 0.122 0.006
H -1.691050 0.505966 -3.385204 0.050 0.016 0.048 0.019
H -4.294165 -1.669376 -1.581561 -0.071 -0.038 0.074 0.003
H -6.201750 -0.907563 -2.853318 -0.115 -0.038 0.067 -0.001
H -7.223763 -0.518681 -5.060231 -0.104 -0.010 -0.018 0.000
H -5.798615 -0.334364 -7.063900 -0.030 0.006 -0.097 0.001
H -3.352826 -0.615882 -6.872304 0.012 -0.055 -0.049 0.000
H -2.337826 -1.096321 -4.689749 0.100 0.015 -0.035 0.003
N -2.222322 1.114004 5.368452 -0.022 -0.098 0.368 0.000
C -2.010683 1.730145 4.024831 0.320 0.168 -0.984 -0.002
C -1.187502 0.800194 3.107098 -0.185 0.109 0.309 0.003
N -0.908511 1.373406 1.807865 -0.254 -0.189 -0.153 -0.019
H -2.768510 1.737666 5.982124 0.158 -0.290 -0.134 0.000
H -1.318064 0.928951 5.827171 -0.322 0.010 -0.049 0.000
H -2.725103 0.219261 5.278225 0.131 0.249 0.165 0.000
H -1.483074 2.677050 4.151566 -0.133 -0.048 0.196 0.000
H -2.989395 1.926705 3.579872 0.061 0.001 0.208 0.000
H -1.740907 -0.130762 2.954184 0.098 -0.101 0.077 0.001
H -0.231048 0.568532 3.580803 0.009 -0.149 0.015 -0.002
H -0.298382 2.182886 1.861867 0.076 -0.100 -0.101 0.002
H -1.764276 1.646266 1.334996 0.052 0.044 -0.089 0.002
Br -2.293196 -6.523000 3.754868 0.310 0.348 -0.168 0.000
C -1.255559 -5.076406 3.078099 -0.216 -0.136 0.103 0.001
C -0.814129 -5.095438 1.761940 -0.127 -0.136 0.229 -0.002
C -0.111986 -4.016454 1.264827 0.152 0.290 0.089 0.007
C 0.159350 -2.909088 2.073842 -0.299 -0.510 0.276 0.019
C -0.262836 -2.921312 3.406079 0.052 0.019 -0.287 0.004
C -0.968765 -3.996549 3.904406 -0.176 -0.341 0.091 0.000
H -1.022432 -5.950416 1.139950 -0.004 -0.093 -0.090 0.000
H 0.262437 -4.031082 0.252058 -0.058 0.021 -0.133 0.002
H -0.023221 -2.081488 4.042190 0.074 0.055 0.105 0.004
H -1.288175 -4.025807 4.934803 -0.029 0.044 0.089 0.000
C 3.673952 -1.875356 3.562349 0.184 0.503 -0.661 0.004
Si 3.561402 -0.576708 2.161313 0.011 0.116 0.298 -0.003
C 3.658971 1.189935 2.872112 -0.045 -0.735 -0.372 0.000
C 4.799101 -0.769356 0.736746 -0.552 -0.001 0.537 0.001
C 1.784029 -0.901600 1.550526 0.018 0.382 -0.340 0.012
C 0.856818 -1.764471 1.562202 -0.046 0.931 -0.690 -0.039
H 4.651283 -1.861327 4.035883 0.183 0.036 0.068 0.000
H 3.510066 -2.882353 3.187379 -0.022 -0.115 -0.142 0.000
H 2.934851 -1.694224 4.338549 -0.151 0.142 0.065 0.000
H 4.626103 1.329158 3.346024 0.184 0.019 0.098 0.000
H 2.897496 1.398677 3.617460 -0.167 -0.060 0.158 -0.001
H 3.575359 1.931563 2.084096 -0.027 0.107 -0.202 0.000
H 5.819687 -0.700836 1.105347 0.106 0.015 0.123 0.000
H 4.652370 0.021741 0.005566 -0.080 0.125 -0.032 0.000
H 4.696002 -1.721246 0.224394 -0.055 -0.175 -0.020 0.001
```
Positions in Å, forces in eV/Å.

Results
**Net charge**: +2
**E_LUMO (spin up / spin down)**: -0.2208 / -0.2226 Ha
**Spin multiplicity**: 2

Below is C29H36Br2N4O2ReSi as an isolated structure in a non-equilibrium geometry, with properties calculated with ωB97M-V with the def2-TZVPD basis set.

Geometry as XYZ:
```
75
Properties=species:S:1:pos:R:3:forces:R:3:mulliken_spin:R:1
Re 0.400831 -0.099158 -0.275401 1.472 -1.711 1.555 0.887
O 2.880025 4.587106 1.432011 -0.198 0.038 -0.141 0.000
C 2.991451 3.662914 2.454595 0.047 -0.184 0.272 0.001
C 3.338047 4.109141 3.719155 0.046 0.093 -0.083 0.000
C 3.395575 3.212844 4.774706 0.003 -0.002 -0.009 0.000
C 3.115823 1.869549 4.570373 -0.014 -0.048 0.065 -0.001
C 2.751627 1.428907 3.308219 0.018 0.027 -0.087 0.003
C 2.675972 2.321983 2.249748 -0.142 -0.182 -0.130 -0.016
C 2.176454 1.873120 0.889999 0.237 0.881 0.119 0.023
O 1.997570 0.510679 0.778678 -0.806 -0.584 -1.416 0.023
N 0.901376 2.566196 0.642739 -0.004 -0.170 0.443 -0.079
N 0.023879 1.920661 -0.141300 -0.449 0.844 -0.330 -0.059
C -0.950412 2.581934 -0.707394 0.374 0.093 0.376 0.152
C -1.970009 1.962476 -1.482734 -0.370 -0.313 -0.281 -0.064
Br -1.829163 0.017328 -1.508796 0.007 0.159 -0.303 0.001
C -2.995226 2.495289 -2.171589 0.258 -0.309 0.158 0.076
C -3.265908 3.906609 -2.390236 -0.112 0.353 -0.030 0.005
C -4.603673 4.305005 -2.510488 0.138 -0.125 0.054 0.025
C -4.925385 5.637114 -2.686206 -0.044 0.059 0.032 -0.010
C -3.918997 6.590969 -2.761926 -0.006 -0.021 -0.019 0.022
C -2.587325 6.204031 -2.689775 0.008 0.059 0.029 -0.011
C -2.259318 4.872742 -2.510334 -0.033 -0.161 -0.028 0.020
H 3.425820 4.331169 0.679783 0.119 0.025 0.041 0.000
H 3.566651 5.157010 3.861602 -0.007 -0.003 -0.023 0.000
H 3.670797 3.569555 5.757953 0.004 -0.018 0.003 0.000
H 3.175764 1.172673 5.395717 0.010 -0.004 -0.016 0.000
H 2.521218 0.389366 3.111874 0.011 0.005 0.090 -0.004
H 2.893623 2.209894 0.120655 -0.025 -0.221 0.010 -0.007
H 0.895562 3.578150 0.675839 -0.001 0.037 -0.137 0.005
H -1.024021 3.653261 -0.553984 0.004 0.001 0.019 0.015
H -3.715282 1.800830 -2.592738 -0.004 0.030 -0.027 0.003
H -5.385381 3.557814 -2.444577 -0.027 0.029 -0.028 0.000
H -5.962031 5.935338 -2.764511 0.006 -0.003 -0.006 0.000
H -4.172912 7.632997 -2.901334 0.008 -0.001 -0.004 0.001
H -1.803274 6.943328 -2.782897 -0.002 -0.007 -0.035 0.000
H -1.220334 4.569500 -2.534418 0.016 0.032 0.027 0.004
N -3.300012 -4.426847 1.952730 0.050 0.060 0.023 0.000
C -2.899011 -3.010540 2.264648 0.325 0.496 -0.044 -0.001
C -1.839444 -2.508792 1.271084 -0.115 -0.149 0.083 0.009
N -1.373408 -1.163814 1.558793 -0.124 0.139 -0.451 -0.027
H -4.003474 -4.769167 2.609698 -0.063 -0.043 0.016 0.000
H -2.494925 -5.053818 2.006417 0.022 -0.069 -0.008 0.000
H -3.686782 -4.496346 1.009533 -0.043 -0.060 -0.049 0.000
H -2.507321 -2.986240 3.280298 -0.089 -0.135 0.038 0.000
H -3.794657 -2.393447 2.216957 -0.076 -0.104 0.035 0.000
H -2.257149 -2.519595 0.259419 0.078 -0.059 -0.018 0.000
H -0.972118 -3.174631 1.289209 0.010 0.016 -0.107 -0.003
H -0.861456 -1.106133 2.432181 0.123 0.036 -0.061 0.003
H -2.136492 -0.494642 1.587037 0.010 0.017 0.024 0.000
Br -2.396434 -4.949170 -5.632478 0.156 0.107 0.170 0.000
C -1.417938 -4.077399 -4.266034 -0.138 -0.068 -0.133 0.001
C -0.763261 -2.885027 -4.538633 -0.035 -0.050 -0.063 -0.002
C -0.083278 -2.233857 -3.524792 0.050 0.038 0.104 0.005
C -0.045366 -2.769087 -2.236472 -0.114 -0.235 -0.100 0.020
C -0.685724 -3.986172 -1.988758 0.056 0.098 -0.011 0.005
C -1.372095 -4.638182 -2.997730 -0.062 -0.105 -0.067 0.000
H -0.787695 -2.473837 -5.538342 0.016 0.010 0.012 0.000
H 0.445425 -1.311077 -3.728825 -0.055 0.025 -0.005 0.003
H -0.619536 -4.425741 -1.000169 0.030 -0.048 -0.013 0.003
H -1.854163 -5.590593 -2.822152 -0.003 0.016 0.038 0.000
C 3.050822 -4.456054 -0.307131 0.193 0.278 0.137 0.005
Si 3.040928 -2.764406 0.525522 -0.086 -0.119 0.122 -0.005
C 2.809616 -2.932424 2.386847 0.047 0.088 -0.281 -0.001
C 4.515385 -1.674023 0.152374 -0.245 -0.153 -0.025 0.001
C 1.473086 -1.997578 -0.208822 -0.015 0.494 0.252 -0.012
C 0.642424 -2.085809 -1.161853 -0.369 0.837 0.195 -0.018
H 3.922895 -5.040635 -0.007286 -0.006 -0.001 0.008 0.000
H 3.074466 -4.361982 -1.394494 0.006 0.034 0.005 0.000
H 2.160927 -5.031034 -0.042191 -0.017 0.025 0.035 -0.001
H 3.652914 -3.486517 2.804685 -0.015 -0.004 0.029 0.000
H 1.896971 -3.467986 2.656931 -0.006 -0.030 -0.035 -0.001
H 2.790871 -1.951559 2.866159 -0.006 -0.008 -0.015 0.001
H 5.437290 -2.159902 0.477000 -0.006 -0.028 0.003 0.000
H 4.420374 -0.728508 0.688053 -0.019 -0.017 0.004 0.000
H 4.607930 -1.455753 -0.912424 -0.010 -0.027 -0.008 0.001
```
Positions in Å, forces in eV/Å.

Results
**Net charge**: +2
**E_LUMO (spin up / spin down)**: -0.2181 / -0.2213 Ha
**Spin multiplicity**: 2